Entry 1:
C15H25F9IrNO3P2 as an isolated structure in a non-equilibrium geometry, computed with the ωB97M-V functional and the def2-TZVPD basis.

Values from the calculation:
E_tot = -2552.68323 Ha
Gap between HOMO and LUMO (spin up / spin down) = 4.412 / 7.287 eV
Relative energy (zero: lowest compared OMol25 entry of this formula, charge and spin) = 0.000 eV
2S+1 = 5

Last column: Mulliken charge in e.
Positions of all 56 atoms, in Å:
C -0.77 0.73 -4.35  -1.02
C -0.90 0.40 -2.97  0.32
N 0.10 0.82 -2.09  0.24
C 0.86 1.84 -2.43  0.40
C 0.81 2.40 -3.72  -0.57
C 0.02 1.80 -4.70  -0.72
C -2.03 -0.18 -2.41  -0.94
P -1.96 -0.51 -0.63  1.03
Ir 0.05 0.15 0.27  0.18
P 1.91 1.35 0.07  0.84
C 1.72 2.47 -1.34  -1.17
O -0.40 -3.74 -3.65  -0.65
O 1.06 -3.64 -0.55  -0.63
H -1.36 0.18 -5.08  0.45
H 1.41 3.28 -3.91  0.42
H 0.03 2.20 -5.72  0.38
C -3.42 0.53 -0.33  -1.46
C -2.54 -2.17 -0.11  -1.10
H 2.70 2.76 -1.72  0.50
H 1.22 3.39 -0.98  0.44
H -1.28 -3.34 -3.65  0.30
H -2.83 -0.56 -3.05  0.44
C 2.30 2.33 1.52  -1.20
C 3.33 0.28 -0.28  -1.43
H 0.86 -0.96 -0.52  -0.03
H 0.22 -3.88 -0.07  0.32
H 0.82 -3.25 -1.46  0.34
H 0.23 -3.16 -4.14  0.33
H -1.11 1.17 0.32  -0.35
H 1.48 -1.02 0.07  0.17
H -4.24 0.10 -0.92  0.47
H -3.68 0.60 0.72  0.35
H -3.18 1.52 -0.74  0.42
H -3.39 -2.46 -0.75  0.48
H -1.73 -2.92 -0.20  0.04
H -2.86 -2.11 0.94  0.31
H 4.22 0.92 -0.40  0.45
H 3.47 -0.42 0.55  0.36
H 3.15 -0.29 -1.20  0.45
H 3.17 2.95 1.29  0.51
H 1.45 2.97 1.79  0.31
H 2.52 1.67 2.37  0.25
F 1.16 -2.34 3.74  -0.22
C 1.10 -1.09 4.26  0.43
F 0.83 -1.19 5.59  -0.26
F 2.33 -0.53 4.11  -0.20
C 0.02 -0.24 3.45  0.82
O 0.55 -0.10 2.19  -0.15
C -1.33 -1.01 3.46  0.35
F -1.76 -1.35 4.69  -0.25
F -2.30 -0.25 2.87  -0.24
F -1.21 -2.15 2.73  -0.23
C -0.17 1.18 4.13  0.45
F -0.91 1.14 5.26  -0.26
F 1.04 1.74 4.42  -0.24
F -0.78 2.01 3.24  -0.23

Entry 2:
C29H31As2Br2NO4Ti as an isolated structure, computed with the ωB97M-V functional and the def2-TZVPD basis.

Values from the calculation:
E_tot = -11948.26793 Ha
Gap between HOMO and LUMO (spin up / spin down) = 6.353 / 7.007 eV
Relative energy (zero: lowest compared OMol25 entry of this formula, charge and spin) = 3.664 eV
2S+1 = 2
Net charge = +1

Last column: Mulliken charge in e.
Positions of all 70 atoms, in Å:
Ti 0.42 0.03 1.17  -0.58
C 2.97 0.62 -2.13  -1.62
C 2.77 1.93 0.05  1.38
C 2.94 3.28 0.72  -1.06
C 1.92 4.03 1.12  -1.68
C 0.54 3.60 0.93  0.62
C -0.59 4.36 1.10  0.31
Br -0.46 6.19 1.57  -0.17
C -1.88 3.82 0.94  -0.32
C -2.05 2.50 0.60  -0.45
Br -3.75 1.75 0.42  -0.11
C -0.92 1.69 0.34  0.68
O -0.99 0.39 0.03  -0.86
C 0.37 2.26 0.50  -0.61
N 1.44 1.41 0.36  2.16
H 3.12 0.68 -3.20  0.57
H 2.02 0.11 -1.95  0.25
H 3.78 0.03 -1.71  0.36
H 3.96 3.61 0.88  0.52
H 2.10 4.99 1.59  0.37
H -2.74 4.45 1.09  0.47
C 1.85 2.75 -4.25  -1.22
As 1.32 2.94 -2.37  0.47
C 1.76 4.84 -2.22  -1.05
C 2.95 2.04 -1.52  1.44
C 4.20 2.77 -1.89  -0.70
C 5.42 2.77 -1.29  -0.77
C 5.87 2.02 -0.19  -1.17
C 5.13 1.10 0.58  -0.52
C 3.78 0.96 0.64  -0.76
As 2.98 -0.53 1.55  1.31
C 3.51 -0.31 3.42  -1.33
C 4.02 -2.08 1.02  -1.26
H 2.89 3.00 -4.45  0.35
H 1.22 3.45 -4.81  0.49
H 1.63 1.75 -4.62  0.34
H 2.81 5.06 -2.44  0.34
H 1.51 5.23 -1.24  0.23
H 1.14 5.36 -2.96  0.50
H 4.14 3.33 -2.82  0.23
H 6.17 3.38 -1.77  0.44
H 6.93 2.08 0.04  0.39
H 5.73 0.42 1.19  0.33
H 4.59 -0.21 3.48  0.49
H 3.18 -1.17 4.00  0.42
H 3.04 0.59 3.80  0.38
H 5.08 -1.91 1.20  0.42
H 3.87 -2.27 -0.04  0.40
H 3.70 -2.95 1.59  0.42
C 0.33 1.19 7.85  -0.80
O 0.33 -0.22 7.65  -0.43
C 0.26 -0.69 6.41  0.94
C 0.24 -2.10 6.30  -1.05
C 0.15 -2.67 5.07  -1.14
C 0.11 -1.90 3.88  0.10
C 0.00 -2.53 2.60  1.32
C -0.24 -4.00 2.48  -1.78
O 0.11 -1.89 1.52  -0.40
C 0.15 -0.48 4.01  0.24
O 0.10 0.33 2.96  -0.39
C 0.21 0.10 5.27  -0.07
H 0.38 1.33 8.93  0.25
H -0.59 1.63 7.46  0.34
H 1.20 1.65 7.38  0.34
H 0.28 -2.69 7.20  0.48
H 0.12 -3.75 4.99  0.48
H 0.64 -4.56 2.82  0.40
H -0.42 -4.24 1.44  0.37
H -1.08 -4.32 3.09  0.45
H 0.21 1.18 5.33  0.51

Entry 3:
A 12-piece molecular cluster, C5H33NO13 overall in a non-equilibrium geometry, computed with the ωB97M-V functional and the def2-TZVPD basis.

Values from the calculation:
E_tot = -1243.06744 Ha
Gap between HOMO and LUMO = 9.265 eV
Relative energy (zero: lowest compared OMol25 entry of this formula, charge and spin) = 5.489 eV

Last column: Mulliken charge in e.
Positions of all 52 atoms, in Å:
C 0.64 0.30 2.98  -0.74
N 0.99 -0.33 1.63  0.27
C 1.08 0.69 0.51  0.19
C 2.54 0.54 0.07  -0.13
O 2.71 -0.13 -0.91  -0.46
C -0.12 0.60 -0.53  0.21
C -1.55 0.92 0.00  -0.16
O -2.40 0.31 -1.00  -0.53
H 1.53 0.93 3.21  0.36
H -0.38 0.83 2.95  0.68
H 0.53 -0.52 3.68  0.23
H 1.95 -0.67 1.76  0.20
H 1.02 1.75 0.80  -0.04
H 3.21 1.00 0.86  0.30
H 0.20 1.40 -1.23  0.05
H -0.20 -0.32 -1.17  0.10
H -1.59 1.98 0.21  0.28
H -1.69 0.41 0.96  -0.05
H -2.82 0.90 -1.62  0.33
O -1.18 -0.25 -4.28  -0.69
H -1.49 -0.85 -3.58  0.30
H -0.38 -0.71 -4.59  0.35
O -0.22 4.24 0.19  -0.58
H -0.18 5.15 0.47  0.26
H -0.63 4.17 -0.68  0.37
O 1.97 -4.51 -0.70  -0.66
H 2.06 -3.53 -0.74  0.43
H 1.03 -4.68 -0.72  0.30
O 3.31 -2.85 1.52  -0.62
H 2.39 -2.57 1.54  0.30
H 3.14 -3.68 1.00  0.39
O -2.61 0.38 3.21  -0.71
H -2.74 -0.56 3.12  0.25
H -1.68 0.54 3.02  -0.37
O 0.14 -2.94 2.75  -0.53
H 0.23 -2.75 3.70  0.27
H 0.19 -3.90 2.75  0.28
O -1.45 -3.33 -0.27  -0.75
H -2.33 -3.09 -0.72  0.35
H -1.25 -2.46 0.12  0.32
O -0.68 2.62 2.59  -0.65
H -0.35 2.89 1.74  0.12
H -1.59 2.90 2.63  0.35
O 0.45 -2.22 -1.78  -0.64
H -0.32 -2.71 -1.45  0.53
H 1.01 -2.13 -1.01  -0.01
O -0.53 2.16 -3.44  -0.63
H -0.60 1.22 -3.75  0.31
H -0.34 2.70 -4.21  0.29
O -1.70 4.35 -2.14  -0.68
H -2.51 3.83 -2.20  0.27
H -1.01 3.94 -2.70  0.40